# 1
Below is a cluster of 2 separate species, C3H4O2S in total at a distorted geometry, with properties calculated with ωB97M-V with the def2-TZVPD basis set.

Geometry as XYZ:
```
10
Properties=species:S:1:pos:R:3:forces:R:3:nbo_charge:R:1
C 1.5932 -2.4474 1.6823 -0.956 0.488 -1.306 0.431
C -0.6290 -0.4684 0.9398 -1.918 0.508 -1.304 0.465
H -0.9582 0.9572 -0.6775 -0.201 -0.023 0.197 0.238
H 0.7788 0.7657 -0.2677 -1.091 -0.669 0.038 0.231
H -1.3747 -1.2953 0.7951 0.310 0.197 -0.268 0.095
S 2.3497 -3.2378 2.7242 1.329 -1.131 1.850 0.081
C -0.2135 0.2318 -0.3540 1.168 -0.332 0.088 -0.721
H -0.1628 -0.5595 -1.1259 0.119 0.517 0.219 0.223
O 0.9898 -1.9141 0.8620 0.819 -0.577 -0.853 -0.486
O -0.3642 -0.1570 2.0519 0.421 1.021 1.340 -0.556
```
Forces are in eV/Å.

Summary:
frontier orbital gap = 10.185 eV
E_HOMO = -9.5541 eV
energy above the lowest of the compared OMol25 structures with the same formula, charge and spin = 15.7 kcal per mole
E_tot = -18105.3851 eV
SMILES = O=C=S.CC=O
spin multiplicity = 1

---

# 2
Below is the molecule C3H4O2S at a distorted geometry, with properties calculated with ωB97M-V with the def2-TZVPD basis set.

Geometry as XYZ:
```
10
Properties=species:S:1:pos:R:3:forces:R:3:nbo_charge:R:1
O 1.5790 1.0243 1.9312 0.572 -0.883 2.430 -0.479
C 0.6689 -1.3155 1.7341 2.179 2.793 0.751 0.323
H 0.0044 1.9665 0.7627 -0.353 -0.712 -1.349 0.252
H -1.0315 0.5839 0.3800 -2.126 -0.693 -0.592 0.215
H 0.9660 -1.4966 -0.4883 0.990 -0.681 0.499 0.132
H 0.5474 0.6880 -0.5203 -0.869 0.378 1.439 0.246
S 1.6871 -2.1266 0.5228 -1.380 0.616 -1.730 0.012
C 0.6594 0.3344 1.6009 1.396 -1.608 -3.203 0.516
C -0.0459 0.8882 0.4382 0.740 2.156 -0.322 -0.731
O 0.5786 -1.7958 2.7969 -1.149 -1.366 2.077 -0.486
```
Forces are in eV/Å.

Summary:
frontier orbital gap = 9.435 eV
E_HOMO = -9.4727 eV
energy above the lowest of the compared OMol25 structures with the same formula, charge and spin = 48.1 kcal per mole
E_tot = -18103.9807 eV
SMILES = CC(=O)C(=O)S
spin multiplicity = 1

---

# 3
Below is a structure of composition C3H4O2Sc at a distorted geometry, with properties calculated with ωB97M-V with the def2-TZVPD basis set.

Geometry as XYZ:
```
10
Properties=species:S:1:pos:R:3:forces:R:3:nbo_charge:R:1
H -2.6921 0.1285 -0.7192 0.234 0.015 0.276 0.219
C -0.4883 -1.1675 -0.4595 -0.361 1.765 0.887 0.542
Sc 1.9336 0.0058 1.4586 -0.854 -0.726 -4.330 1.731
C -2.1747 0.3893 0.2122 -1.130 0.129 0.021 -0.267
C 2.0700 0.1331 -0.6893 -0.745 -0.262 3.992 -0.489
H 1.6182 1.0184 -1.1744 -0.353 -0.703 -0.513 0.165
H -2.2320 1.4739 0.3548 0.070 -0.316 0.024 0.202
H -2.6469 -0.1366 1.0511 0.051 0.205 -0.213 0.195
O -0.8009 0.0360 0.1444 0.993 -0.776 -0.303 -0.610
O 0.7807 -1.2583 -0.4498 2.095 0.670 0.160 -0.688
```
Forces are in eV/Å.

Summary:
frontier orbital gap (spin up / spin down) = 6.071 / 6.072 eV
E_HOMO (spin up / spin down) = -12.5173 / -12.5188 eV
energy above the lowest of the compared OMol25 structures with the same formula, charge and spin = 76.6 kcal per mole
E_tot = -27955.8510 eV
charge = +1
spin multiplicity = 1

---

# 4
Below is a structure of composition C3H4O2Tl at a distorted geometry, with properties calculated with ωB97M-V with the def2-TZVPD basis set.

Geometry as XYZ:
```
10
Properties=species:S:1:pos:R:3:forces:R:3:nbo_charge:R:1
C -0.7577 -0.0644 0.6819 0.721 2.121 -2.313 -0.110
H -0.4923 -1.6263 -0.8674 0.229 0.193 0.179 0.236
O 0.3459 0.9275 0.8508 -0.725 1.577 0.237 -0.498
O 1.0881 -0.2793 -0.6986 -0.526 0.200 -1.484 -0.448
C 0.0494 -1.1191 -0.0620 -0.309 -0.220 -0.310 -0.154
C 1.0405 0.9466 -0.2543 0.860 -2.477 1.880 0.359
H -1.4363 0.7108 -0.1590 0.818 -3.248 3.107 0.202
Tl 0.6167 2.7542 -1.7651 0.042 0.999 -0.728 0.910
H -0.9912 -0.3808 1.7056 -1.054 0.520 -0.624 0.268
H 0.5368 -1.8692 0.5680 -0.057 0.336 0.056 0.235
```
Forces are in eV/Å.

Summary:
frontier orbital gap = 9.243 eV
E_HOMO = -14.3979 eV
energy above the lowest of the compared OMol25 structures with the same formula, charge and spin = 42.2 kcal per mole
E_tot = -11954.5449 eV
charge = +1
spin multiplicity = 1

---

# 5
Below is a structure of composition C3H4O2Yb at a distorted geometry, with properties calculated with ωB97M-V with the def2-TZVPD basis set.

Geometry as XYZ:
```
10
Properties=species:S:1:pos:R:3:forces:R:3:nbo_charge:R:1
H -2.3079 0.3872 0.9276 -0.090 0.265 -0.166 0.150
O -0.9128 1.7471 0.2676 1.682 0.127 -0.849 -1.086
O 2.3331 -0.2389 -0.5375 -0.026 1.928 -0.340 -0.958
H 2.4337 -3.7099 0.0839 0.205 0.487 -0.031 0.229
C 2.4564 -2.6431 -0.0321 0.563 0.633 -0.533 -0.547
H -2.9321 2.0314 0.5974 0.190 -0.223 -0.029 0.146
C 2.5653 -1.4638 -0.3496 -1.432 -1.754 0.882 0.361
Yb 1.1192 1.6860 -0.4730 -0.717 -1.337 0.662 1.785
H -2.5462 0.9397 -0.7438 0.125 0.075 0.194 0.136
C -2.2087 1.2644 0.2595 -0.500 -0.202 0.210 -0.216
```
Forces are in eV/Å.

Summary:
frontier orbital gap = 6.075 eV
E_HOMO = -7.6215 eV
energy above the lowest of the compared OMol25 structures with the same formula, charge and spin = 0.0 kcal per mole
E_tot = -38797.7417 eV
spin multiplicity = 1

---

# 6
Below is a structure of composition C3H4O2Yb at a distorted geometry, with properties calculated with ωB97M-V with the def2-TZVPD basis set.

Geometry as XYZ:
```
10
Properties=species:S:1:pos:R:3:forces:R:3:nbo_charge:R:1
H -0.4763 0.2580 -0.4647 0.097 0.090 0.245 0.186
C 0.2597 0.3476 0.3362 0.765 -0.072 0.107 -0.435
Yb 0.9682 -0.7105 -3.4107 0.215 -0.061 0.744 0.986
H 1.2179 -2.2256 -0.3641 0.125 -0.211 0.234 0.512
C 1.3277 -0.4492 0.3879 -0.933 1.514 1.199 0.102
O -3.9150 1.3472 1.1390 0.643 0.669 -0.411 -0.486
H 2.0550 -0.4054 1.2016 -0.090 -0.031 -0.331 0.204
H 0.1498 1.1343 1.0883 -0.148 -0.392 -0.324 0.244
C -3.1791 2.0700 0.6738 -0.640 -0.680 0.411 0.489
O 1.5922 -1.3664 -0.5873 -0.033 -0.826 -1.875 -0.801
```
Forces are in eV/Å.

Summary:
frontier orbital gap (spin up / spin down) = 7.159 / 2.745 eV
E_HOMO (spin up / spin down) = -12.2140 / -12.1964 eV
energy above the lowest of the compared OMol25 structures with the same formula, charge and spin = 39.5 kcal per mole
E_tot = -38787.6941 eV
charge = +1
spin multiplicity = 2